(1)
36
Properties=species:S:1:pos:R:3 method="wB97M-V/def2-TZVPD" total_energy_ha=-596.2801 fmax_ev_per_a=4.8 smiles="C=C1N=C(C)[C@](C)(N)[C@@](C)([NH3+])C1(C)C" e_homo_ev=-12.203 charge=+1 relative_energy_ev=0.719
C -1.37 1.31 -0.15
C -0.11 0.60 1.70
C -2.51 1.82 -0.55
C -0.30 0.79 -1.15
C 0.65 -0.57 0.98
C 0.10 -0.63 -0.55
C 0.15 0.81 3.16
C -0.71 0.64 -2.63
C 0.99 1.74 -0.99
C 0.49 -1.96 1.51
C 1.04 -1.39 -1.38
N -1.02 1.24 1.13
N 2.12 -0.35 1.25
N -1.23 -1.44 -0.44
H -3.18 2.40 0.11
H -2.72 1.93 -1.60
H 0.35 1.86 3.25
H 1.03 0.13 3.46
H -0.70 0.70 3.68
H 0.14 0.94 -3.16
H -1.59 1.35 -2.70
H -1.08 -0.32 -2.99
H 1.39 1.66 0.06
H 0.67 2.72 -1.21
H 1.77 1.28 -1.70
H 1.14 -2.26 2.29
H 0.78 -2.68 0.78
H -0.61 -2.16 1.78
H 1.30 -2.28 -0.86
H 1.93 -0.88 -1.60
H 0.58 -1.76 -2.27
H 2.41 0.61 1.20
H 2.76 -0.93 0.71
H -1.08 -2.44 -0.39
H -1.86 -1.29 -1.19
H -1.70 -1.18 0.47

(2)
19
Properties=species:S:1:pos:R:3 method="wB97M-V/def2-TZVPD" total_energy_ha=-1334.6706 fmax_ev_per_a=3.7 e_homo_ev="-8.803 / -8.822" charge=0 relative_energy_ev=6.037
C 0.68 0.51 0.58
C -0.71 -1.33 -0.42
C 1.04 -0.29 -1.80
C -0.85 1.15 -1.15
C 0.06 -0.03 -0.69
P 0.03 0.28 2.10
S -1.17 -2.00 3.87
S 1.18 1.48 3.42
H -1.36 -1.73 -1.21
H -1.43 -1.39 0.46
H 0.03 -2.22 -0.13
H 0.54 -0.47 -2.84
H 1.66 -1.17 -1.45
H 1.66 0.64 -1.71
H -0.19 2.08 -1.36
H -1.43 0.78 -2.08
H -1.52 1.51 -0.27
H 1.54 0.96 0.30
H 0.24 1.25 4.37

(3)
87
Properties=species:S:1:pos:R:3 method="wB97M-V/def2-TZVPD" total_energy_ha=-3307.0242 fmax_ev_per_a=4.2 s2=15.760 e_homo_ev="-4.441 / -8.951" charge=0 spin_multiplicity=8 relative_energy_ev=2.233
Eu 1.20 -0.25 -0.52
C 0.38 3.59 -2.00
C 1.62 2.99 -2.67
N 2.18 1.82 -1.98
C 3.50 2.04 -1.36
C 3.34 2.40 0.12
N 2.76 1.26 0.84
C 2.63 1.51 2.28
C 1.41 2.37 2.61
C 0.09 1.60 2.72
N -0.04 0.53 1.73
C -1.40 0.34 1.21
C -1.72 1.33 0.08
N -0.48 1.74 -0.60
C -0.76 2.60 -1.76
H 0.02 4.39 -2.65
H 0.65 4.05 -1.04
H 2.38 3.77 -2.76
H 1.33 2.70 -3.68
H 2.32 1.08 -2.67
H 4.06 2.83 -1.87
H 4.08 1.12 -1.43
H 2.68 3.27 0.21
H 4.32 2.68 0.53
H 3.44 0.50 0.74
H 3.54 2.00 2.65
H 2.55 0.54 2.79
H 1.32 3.16 1.85
H 1.59 2.88 3.56
H -0.74 2.31 2.62
H 0.01 1.17 3.73
H 0.16 -0.34 2.23
H -2.15 0.42 2.01
H -1.44 -0.68 0.83
H -2.25 2.20 0.49
H -2.38 0.84 -0.64
H 0.01 2.33 0.07
H -1.68 3.17 -1.60
H -0.90 1.97 -2.65
O 4.19 -3.34 2.38
C 3.52 -3.73 3.49
O 4.01 -4.51 4.29
C 2.19 -3.17 3.65
C 1.34 -3.18 4.86
Cl 1.61 -3.83 6.38
N 0.16 -2.51 4.54
N 0.21 -2.11 3.22
C 1.42 -2.51 2.67
C 1.69 -2.09 1.29
O 2.83 -1.62 0.97
O 0.67 -2.06 0.50
C -0.96 -2.08 5.29
C -2.23 -2.45 4.85
C -3.35 -1.87 5.42
C -3.20 -0.91 6.42
C -1.94 -0.56 6.87
C -0.81 -1.14 6.31
H 3.72 -2.66 1.86
H -2.31 -3.18 4.06
H -4.33 -2.16 5.08
H -4.08 -0.43 6.84
H -1.83 0.18 7.65
H 0.18 -0.86 6.65
C -1.57 -3.42 -2.42
C -1.33 -2.41 -1.51
N -0.76 -1.25 -1.85
C -0.48 -1.05 -3.13
C -0.73 -1.99 -4.13
C -1.24 -3.22 -3.75
C -0.42 -1.72 -5.55
C -0.98 -0.80 -6.36
C -2.09 0.13 -6.10
C -2.85 0.59 -7.17
C -3.92 1.42 -6.90
N -4.23 1.79 -5.66
C -3.45 1.31 -4.70
N -2.40 0.51 -4.85
H -2.01 -4.36 -2.09
H -1.57 -2.55 -0.47
H -0.04 -0.10 -3.39
H -1.41 -4.00 -4.48
H 0.30 -2.40 -5.99
H -0.65 -0.80 -7.40
H -2.61 0.31 -8.19
H -4.55 1.82 -7.69
H -3.69 1.60 -3.68
F 2.32 -0.88 -2.08

(4)
10
Properties=species:S:1:pos:R:3 method="wB97M-V/def2-TZVPD" total_energy_ha=-706.7622 fmax_ev_per_a=1.6 smiles="C#[N+][O-].C=CCl" e_homo_ev=-9.712 charge=0 relative_energy_ev=3.797
C -2.76 -0.22 0.99
C 0.59 -0.62 -0.01
C 0.86 0.21 -1.00
N -2.51 0.09 -0.10
O -2.42 0.43 -1.22
Cl -0.13 -2.16 -0.24
H -2.66 -0.56 1.97
H 0.78 -0.40 1.03
H 0.63 -0.06 -2.02
H 1.31 1.17 -0.83

(5)
124
Properties=species:S:1:pos:R:3 method="wB97M-V/def2-TZVPD" total_energy_ha=-3193.8512 fmax_ev_per_a=1.7 e_homo_ev=-3.388 charge=-1 relative_energy_ev=3.108
Rb -0.81 0.54 -0.40
C -4.82 -0.19 6.17
C -4.19 -0.62 4.88
C -3.24 -1.61 4.83
C -2.67 -2.03 3.61
C -1.84 -3.12 3.42
N -1.13 -3.83 4.37
C -0.24 -3.09 5.24
C 0.74 -2.19 4.47
C 1.72 -2.94 3.56
N 1.23 -3.06 2.22
C 1.35 -4.10 1.42
C 0.93 -4.08 0.08
C 1.04 -5.25 -0.72
C 0.62 -5.27 -2.01
C 0.70 -6.50 -2.87
C 0.03 -4.10 -2.56
C -0.09 -2.95 -1.84
C -0.73 -1.75 -2.44
N -1.95 -1.44 -2.36
C -2.84 -2.30 -1.62
C -4.28 -1.77 -1.67
C -4.89 -1.52 -0.28
N -4.82 -0.13 0.06
C -4.55 0.30 1.22
C -4.10 -0.38 2.45
C -4.63 -0.03 3.67
C -2.99 -1.29 2.38
O -2.26 -1.40 1.38
C 0.40 -2.85 -0.49
O 0.39 -1.77 0.15
H -4.37 -0.72 7.01
H -4.68 0.88 6.33
H -5.89 -0.39 6.17
H -2.97 -2.13 5.74
H -1.73 -3.46 2.39
H -0.68 -4.64 3.97
H -0.84 -2.45 5.90
H 0.30 -3.81 5.86
H 0.15 -1.51 3.84
H 1.29 -1.58 5.18
H 2.66 -2.36 3.53
H 1.95 -3.93 3.96
H 0.86 -2.23 1.73
H 1.78 -5.02 1.82
H 1.47 -6.13 -0.27
H 1.44 -7.19 -2.49
H -0.27 -7.00 -2.88
H 0.94 -6.23 -3.90
H -0.33 -4.13 -3.57
H -0.07 -1.07 -2.97
H -2.79 -3.32 -2.02
H -2.51 -2.34 -0.58
H -4.28 -0.83 -2.22
H -4.92 -2.48 -2.21
H -5.96 -1.74 -0.32
H -4.45 -2.19 0.47
H -4.70 1.37 1.34
H -5.43 0.70 3.73
C 0.18 4.25 0.98
C -0.84 3.68 1.98
N -1.91 2.94 1.33
C -2.88 3.75 0.61
C -3.14 3.19 -0.80
N -1.89 2.84 -1.45
C -1.02 3.93 -1.82
C 0.43 3.67 -1.40
N 0.52 3.25 -0.01
H -0.24 5.13 0.50
H 1.05 4.58 1.55
H -0.32 2.99 2.64
H -1.23 4.51 2.60
H -2.38 2.35 2.00
H -3.84 3.81 1.13
H -2.49 4.77 0.53
H -3.73 2.28 -0.71
H -3.73 3.94 -1.36
H -2.05 2.21 -2.22
H -1.03 4.12 -2.91
H -1.38 4.84 -1.34
H 0.83 2.86 -2.01
H 1.02 4.58 -1.62
H 1.47 2.92 0.15
N 1.26 0.35 2.35
C 2.26 1.29 2.09
C 3.04 1.18 0.94
C 4.04 2.10 0.69
C 4.26 3.14 1.57
C 3.51 3.25 2.72
C 2.51 2.33 2.99
S 5.49 4.40 1.15
O 5.02 4.88 -0.15
O 5.40 5.39 2.22
O 6.75 3.68 1.10
H 0.48 0.72 2.89
H 0.93 -0.11 1.51
H 2.83 0.38 0.23
H 4.64 2.06 -0.21
H 3.71 4.08 3.38
H 1.91 2.42 3.88
N 1.04 0.65 -2.63
C 1.86 0.69 -3.56
C 1.96 1.94 -4.38
C 0.77 2.56 -4.75
C 0.77 3.78 -5.39
C 1.98 4.41 -5.67
C 3.17 3.79 -5.32
C 3.17 2.57 -4.68
C 2.69 -0.50 -3.91
C 3.21 -0.71 -5.19
C 3.86 -1.89 -5.49
C 3.99 -2.88 -4.53
C 3.49 -2.68 -3.26
C 2.85 -1.49 -2.95
H -0.16 2.06 -4.51
H -0.16 4.24 -5.66
H 1.99 5.37 -6.15
H 4.11 4.28 -5.54
H 4.10 2.11 -4.38
H 3.10 0.05 -5.95
H 4.25 -2.05 -6.48
H 4.49 -3.81 -4.77
H 3.58 -3.45 -2.50
H 2.44 -1.32 -1.96

(6)
12
Properties=species:S:1:pos:R:3 method="wB97M-V/def2-TZVPD" total_energy_ha=-264.7409 fmax_ev_per_a=5.1 e_homo_ev=-15.329 charge=+1 relative_energy_ev=5.177
C -0.32 0.14 -0.01
C -1.42 -0.80 -0.07
N -0.21 1.28 0.44
N 1.38 -0.73 -0.55
O 2.22 0.26 -0.12
H -2.15 -0.36 -0.74
H -1.03 -1.88 -0.16
H -2.22 -0.74 0.79
H -0.97 1.85 0.88
H 0.88 1.59 0.54
H 1.14 -0.50 -1.57
H 2.69 -0.11 0.56

(7)
8
Properties=species:S:1:pos:R:3 method="wB97M-V/def2-TZVPD" total_energy_ha=-535.6323 fmax_ev_per_a=4.1 e_homo_ev="-11.812 / -11.818" charge=0 relative_energy_ev=6.030
C 0.88 0.55 -0.93
C -0.09 -0.30 -0.33
N 1.53 1.40 -1.33
N -1.01 0.13 0.82
O -0.54 0.78 1.73
O -2.15 -0.15 0.66
F -0.43 -1.31 -1.07
F 1.49 -1.70 0.90

(8)
46
Properties=species:S:1:pos:R:3 method="wB97M-V/def2-TZVPD" total_energy_ha=-1052.3636 fmax_ev_per_a=8.3 smiles=Cc1ccc(C(c2ccc(C)cc2)[C@@H]([N+]#N)c2ccc(C#N)cc2)cc1 e_homo_ev=-11.971 charge=+1 relative_energy_ev=3.183
C -6.03 -1.69 1.43
C -4.60 -1.23 1.39
C -4.33 0.14 1.46
C -3.04 0.60 1.32
C -2.00 -0.28 0.97
C -0.67 0.34 0.52
C 0.64 -0.26 1.00
C 1.71 0.65 1.08
C 3.01 0.18 1.16
C 3.27 -1.18 1.30
C 4.70 -1.64 1.30
C 2.20 -2.06 1.42
C 0.88 -1.60 1.40
C -2.24 -1.66 1.04
C -3.54 -2.12 1.25
H -6.11 -2.78 1.42
H -6.51 -1.28 2.34
H -6.60 -1.30 0.56
H -5.14 0.87 1.51
H -2.87 1.69 1.39
H -0.68 1.42 0.86
H 1.54 1.73 0.96
H 3.82 0.90 1.01
H 4.78 -2.73 1.27
H 5.23 -1.23 0.42
H 5.22 -1.25 2.20
H 2.43 -3.11 1.44
H 0.13 -2.36 1.61
H -1.50 -2.43 0.81
H -3.78 -3.17 1.20
C -0.61 0.54 -1.03
N -1.76 1.32 -1.62
N -2.90 1.41 -1.61
C 0.56 1.11 -1.86
C 1.68 0.36 -2.29
C 2.82 1.04 -2.76
C 2.86 2.42 -2.90
C 4.08 3.03 -3.27
N 5.12 3.47 -3.61
C 1.70 3.14 -2.62
C 0.55 2.48 -2.17
H -0.80 -0.49 -1.56
H 1.74 -0.73 -2.14
H 3.74 0.47 -2.95
H 1.70 4.22 -2.70
H -0.36 3.07 -1.94

(9)
16
Properties=species:S:1:pos:R:3 method="wB97M-V/def2-TZVPD" total_energy_ha=-321.9644 fmax_ev_per_a=0.4 e_homo_ev=-7.718 charge=0 relative_energy_ev=3.428
C -1.40 0.76 1.03
C 0.68 -0.83 0.10
C -0.74 0.32 -0.24
N 0.74 -1.20 1.44
N 1.58 0.51 -1.59
C 1.07 0.46 -0.34
N -1.39 0.30 -1.33
H 0.02 -1.85 1.75
H 0.91 -0.45 2.08
H -0.82 -0.03 -2.11
H 1.66 1.40 -2.06
H 1.78 -0.31 -2.16
H 0.65 -1.68 -0.59
H -2.17 1.49 0.78
H -1.89 -0.08 1.53
H -0.69 1.22 1.72

(10)
18
Properties=species:S:1:pos:R:3 method="wB97M-V/def2-TZVPD" total_energy_ha=-289.9204 fmax_ev_per_a=1.5 smiles="C=CC(N)=C(C)C" e_homo_ev=-7.643 charge=0 relative_energy_ev=1.397
C -0.70 1.44 1.49
N 1.38 -0.49 1.12
C 0.47 -0.25 0.09
C -0.60 0.56 0.28
C -1.40 1.06 -0.89
C 1.20 -2.22 -1.21
C 0.69 -1.00 -1.16
H -1.67 1.34 2.00
H -0.68 2.48 1.15
H 0.12 1.35 2.20
H 0.98 -0.46 2.05
H 1.94 -1.33 1.08
H -2.44 1.31 -0.69
H -0.95 1.95 -1.34
H -1.51 0.29 -1.65
H 1.03 -2.87 -2.05
H 1.81 -2.61 -0.41
H 0.34 -0.53 -2.07

(11)
59
Properties=species:S:1:pos:R:3 method="wB97M-V/def2-TZVPD" total_energy_ha=-2229.4370 fmax_ev_per_a=1.3 smiles="Cc1ccc(C(=O)N/C(=C/c2ccc(-c3cc(C(F)(F)F)ccc3Cl)o2)C(=O)NCc2cccnc2)cc1" e_homo_ev=-7.753 charge=0 relative_energy_ev=0.000
C 9.28 0.06 -0.01
C 7.84 -0.34 -0.05
C 6.84 0.61 -0.23
C 5.51 0.25 -0.27
C 5.14 -1.09 -0.14
C 6.14 -2.04 0.02
C 7.47 -1.67 0.07
H 8.24 -2.42 0.21
H 5.86 -3.08 0.11
C 3.74 -1.57 -0.19
O 3.46 -2.71 -0.52
N 2.82 -0.64 0.20
C 1.43 -0.69 0.25
C 0.76 -1.81 -0.12
C -0.61 -2.13 -0.28
C -1.15 -3.39 -0.49
C -2.54 -3.22 -0.60
C -2.79 -1.87 -0.48
C -4.02 -1.12 -0.53
C -5.20 -1.72 -0.07
C -6.39 -1.02 -0.08
C -6.44 0.30 -0.52
C -5.29 0.90 -0.99
C -4.10 0.19 -1.01
Cl -2.71 0.95 -1.71
H -5.31 1.92 -1.34
H -7.37 0.85 -0.50
C -7.63 -1.68 0.45
F -8.76 -1.12 0.02
F -7.70 -2.98 0.12
F -7.68 -1.65 1.80
H -5.17 -2.73 0.29
O -1.62 -1.22 -0.28
H -3.27 -3.99 -0.78
H -0.61 -4.31 -0.54
H 1.40 -2.64 -0.39
C 0.96 0.62 0.82
O 1.77 1.52 1.00
N -0.32 0.72 1.21
H -0.99 0.03 0.93
C -0.83 1.92 1.85
C -1.62 2.77 0.89
C -0.98 3.49 -0.11
C -1.74 4.24 -1.00
C -3.11 4.24 -0.84
N -3.74 3.55 0.10
C -3.01 2.84 0.94
H -3.57 2.29 1.69
H -3.75 4.80 -1.51
H -1.27 4.81 -1.78
H 0.10 3.45 -0.19
H -1.46 1.62 2.69
H 0.03 2.48 2.21
H 3.15 0.27 0.51
H 4.76 1.02 -0.44
H 7.11 1.65 -0.34
H 9.73 -0.07 -1.00
H 9.39 1.11 0.26
H 9.84 -0.55 0.70

(12)
11
Properties=species:S:1:pos:R:3 method="wB97M-V/def2-TZVPD" total_energy_ha=-645.3300 fmax_ev_per_a=4.5 smiles=C#CN(C)SO e_homo_ev=-8.411 charge=0 relative_energy_ev=4.944
C -1.29 2.20 -0.06
C -0.54 1.29 -0.25
C -0.30 -1.15 -0.14
N 0.29 0.20 0.03
O 2.92 0.06 0.61
S 2.06 0.44 -0.62
H -1.77 3.13 0.04
H -0.43 -1.50 0.87
H -1.07 -0.86 -0.90
H 0.57 -1.76 -0.51
H 3.33 0.82 1.14